No. 1
{
  "formula": "C15H40BrN8O2P2",
  "method": "wB97M-V/def2-TZVPD",
  "elements": ["Br", "N", "C", "C", "N", "C", "H", "H", "H", "H", "O", "P", "N", "C", "C", "N", "C", "C", "N", "C", "C", "H", "H", "H", "H", "H", "H", "H", "H", "H", "H", "H", "H", "H", "H", "H", "H", "H", "H", "O", "P", "N", "C", "C", "N", "C", "C", "N", "C", "C", "H", "H", "H", "H", "H", "H", "H", "H", "H", "H", "H", "H", "H", "H", "H", "H", "H", "H"],
  "positions_angstrom": [[-6.443517, 2.769216, -6.681167], [-4.838661, 2.004996, -6.044758], [-4.616102, 0.527890, -5.802160], [-3.081328, 0.540003, -5.225601], [-2.548907, 1.958449, -5.227826], [-3.645827, 2.879386, -5.726929], [-5.387797, -0.340355, -5.961395], [-2.541760, -0.443226, -4.878775], [-1.595019, 2.276900, -4.940432], [-3.542937, 4.045074, -5.808518], [0.766291, 1.249282, -3.739466], [1.958923, 1.439301, -2.770573], [3.110669, 1.069877, -3.985595], [4.391640, 0.399341, -3.798501], [3.287994, 2.142718, -4.967344], [1.549099, -0.003663, -1.926229], [1.639218, -1.292200, -2.613338], [0.235969, 0.079200, -1.269742], [3.330030, 1.657756, -1.656687], [3.626318, 0.785131, -0.520392], [3.366012, 3.049777, -1.194472], [5.166502, 1.081224, -3.430399], [4.742030, -0.019040, -4.749880], [4.334017, -0.444300, -3.110199], [3.891628, 2.963729, -4.547756], [2.326769, 2.563442, -5.276906], [3.777016, 1.779140, -5.876717], [1.141555, -1.285150, -3.587043], [1.199014, -2.097895, -2.012705], [2.679650, -1.586069, -2.755502], [-0.588160, -0.050197, -1.981983], [0.112180, 1.052505, -0.783944], [0.142009, -0.682467, -0.489189], [2.836410, 0.810407, 0.237948], [4.562643, 1.089277, -0.036937], [3.792494, -0.250036, -0.833536], [2.538153, 3.255781, -0.507159], [3.278976, 3.734250, -2.044550], [4.311623, 3.284137, -0.694219], [0.393678, -2.826098, 3.690550], [-0.889957, -1.960993, 3.723866], [-0.028006, -0.554115, 4.189703], [-0.512322, 0.522521, 5.045158], [0.758403, 0.035170, 3.103163], [-1.444539, -2.774538, 5.135816], [-0.696610, -2.641251, 6.386177], [-1.701228, -4.203196, 4.900859], [-2.365685, -0.966428, 3.762167], [-3.453822, -1.128726, 4.726556], [-2.944902, -0.900985, 2.415733], [-1.148489, 1.229794, 4.501162], [0.332761, 1.086151, 5.458790], [-1.074392, 0.161477, 5.906862], [0.109479, 0.581815, 2.399911], [1.290718, -0.732494, 2.533844], [1.518596, 0.724284, 3.484629], [0.373996, -2.822773, 6.257067], [-1.068774, -3.334067, 7.151150], [-0.832624, -1.649117, 6.817729], [-0.773657, -4.788086, 4.873708], [-2.218519, -4.346793, 3.946691], [-2.348377, -4.616115, 5.681194], [-3.952499, -2.098981, 4.628569], [-4.211540, -0.348491, 4.585008], [-3.107623, -1.003718, 5.756975], [-3.381603, -1.864221, 2.129977], [-2.172405, -0.648220, 1.682201], [-3.714876, -0.125391, 2.345367]],
  "atomic_forces_ev_per_a": [[1.02, -0.51, 0.39], [4.11, -0.22, 1.43], [5.45, 3.63, 1.82], [-3.86, 1.69, -1.76], [-6.14, -1.15, -1.92], [0.25, -5.03, 0.73], [1.68, 2.20, 0.31], [-0.78, 2.61, -0.74], [-0.88, -0.60, -0.17], [-0.49, -2.73, 0.07], [-1.16, 4.17, 0.72], [1.49, -7.46, -2.58], [0.58, 0.42, -1.28], [0.23, 0.14, 0.51], [-0.41, 0.15, -0.22], [-0.53, -1.28, 1.18], [0.29, -0.01, -0.25], [0.39, 0.28, 0.12], [-1.06, 2.55, 1.70], [-0.29, -0.60, 0.36], [0.57, 0.53, -0.04], [0.08, -0.04, 0.01], [-0.28, 0.20, -0.01], [-0.14, 0.19, 0.06], [0.11, -0.09, -0.20], [0.03, -0.14, 0.15], [0.04, -0.07, 0.20], [-0.03, -0.04, -0.07], [-0.06, 0.38, 0.10], [-0.01, 0.10, -0.14], [0.00, 0.08, 0.00], [-0.04, 0.03, -0.02], [0.16, -0.01, -0.10], [0.15, -0.12, 0.03], [-0.10, 0.47, -0.28], [-0.33, 0.27, -0.06], [0.20, 0.14, 0.11], [-0.10, -0.02, -0.08], [-0.14, -0.13, -0.04], [-1.36, -0.22, -4.18], [3.15, 0.63, 7.47], [1.10, 1.29, -0.33], [-0.47, -0.01, -0.12], [0.28, -0.44, -0.10], [-0.97, -0.83, 1.25], [0.26, 0.34, 0.01], [-0.16, 0.20, -0.23], [-1.63, -0.97, -2.67], [-0.15, -0.47, 0.50], [-0.11, 0.53, -0.29], [-0.07, 0.10, 0.02], [0.08, -0.23, -0.22], [-0.03, -0.13, -0.21], [0.09, 0.21, 0.03], [-0.13, -0.06, 0.16], [-0.18, -0.01, 0.10], [0.03, -0.02, 0.05], [-0.10, -0.05, -0.39], [0.11, 0.07, -0.09], [-0.07, 0.06, -0.11], [0.04, -0.03, -0.04], [0.05, 0.19, 0.02], [-0.05, 0.10, 0.16], [0.22, 0.07, -0.48], [0.13, -0.26, -0.32], [-0.19, 0.13, -0.15], [0.11, -0.07, -0.01], [0.05, -0.11, 0.10]],
  "energy_ha": -4440.11972,
  "total_charge": 1,
  "spin_multiplicity": 1,
  "fmax_ev_per_a": 8.13,
  "gap_ev": 4.98,
  "homo_ev": -9.403
}

=====

No. 2
{
  "formula": "FH2NS",
  "method": "wB97M-V/def2-TZVPD",
  "elements": ["N", "F", "S", "H", "H"],
  "positions_angstrom": [[-1.471485, 0.093107, 0.087477], [-2.251713, 1.158000, 0.225509], [1.171723, 1.208144, -0.236603], [-1.560896, -0.366916, -0.936644], [0.681309, 2.216568, 0.702192]],
  "atomic_forces_ev_per_a": [[2.74, -1.40, -1.20], [-0.41, 0.22, -0.95], [-2.96, 0.75, 1.63], [-0.18, 2.09, 2.04], [0.80, -1.66, -1.52]],
  "energy_ha": -553.77634,
  "de_lowest_kj_mol": 335.0,
  "spin_multiplicity": 1,
  "fmax_ev_per_a": 3.46,
  "gap_ev": [6.51, 6.55],
  "homo_ev": [-9.526, -9.571]
}

=====

No. 3
{
  "formula": "C9H12N2",
  "method": "wB97M-V/def2-TZVPD",
  "elements": ["C", "C", "C", "N", "C", "C", "C", "C", "C", "C", "N", "H", "H", "H", "H", "H", "H", "H", "H", "H", "H", "H", "H"],
  "positions_angstrom": [[0.443185, -2.501918, -1.685045], [1.026389, -2.370611, -0.539005], [1.156292, -1.991195, 0.963709], [0.199041, -1.044278, 1.499335], [-1.126864, -1.210899, 1.620556], [0.792790, 0.309212, 1.000145], [0.050109, 1.178298, -0.115960], [-0.325342, 2.579875, -0.071525], [-0.536225, 3.145540, -1.320171], [-0.317023, 2.120706, -2.213271], [-0.052471, 0.770208, -1.455945], [-0.253386, -2.614546, -2.606223], [2.129935, -1.866278, 1.540811], [0.812015, -3.025718, 1.527310], [-1.579645, -0.612762, 0.721438], [-1.476352, -2.133010, 1.782646], [-1.540023, -0.719872, 2.575753], [1.029556, 0.893287, 1.871563], [1.801902, 0.035882, 0.440440], [-0.636103, 3.090066, 0.942575], [-0.915692, 4.191096, -1.580657], [-0.761688, 1.969640, -3.144267], [0.079599, -0.192725, -1.754212]],
  "atomic_forces_ev_per_a": [[1.42, 0.53, 4.41], [-3.16, 0.41, -4.56], [-1.77, -4.78, 2.63], [7.03, 2.35, -1.67], [-3.45, 5.62, -0.71], [-0.25, -0.74, -2.17], [-0.52, 1.03, -0.33], [-0.01, -1.32, 4.48], [-0.29, -0.43, -1.23], [-0.13, -3.66, 1.78], [-0.21, 5.25, 0.85], [1.99, 0.09, 2.09], [-0.77, 0.16, -1.93], [0.81, 1.93, -1.57], [-0.46, -1.49, 1.42], [-0.94, -3.95, -0.33], [0.63, -0.01, -1.16], [-0.08, 0.57, 0.14], [-2.00, 0.64, 1.43], [1.24, -0.98, -2.12], [0.74, -1.86, 0.45], [-0.07, 0.07, -1.62], [0.24, 0.57, -0.30]],
  "energy_ha": -459.40076,
  "de_lowest_kj_mol": 752.9,
  "spin_multiplicity": 1,
  "fmax_ev_per_a": 7.60,
  "gap_ev": 8.63,
  "homo_ev": -7.832,
  "smiles": "C#CCN(C)Cc1ccc[nH]1"
}

=====

No. 4
{
  "formula": "C4H3ClN2O",
  "method": "wB97M-V/def2-TZVPD",
  "elements": ["C", "C", "C", "C", "N", "N", "O", "Cl", "H", "H", "H"],
  "positions_angstrom": [[-0.992735, -0.553778, 0.099972], [0.143541, 0.257631, 0.051983], [0.754771, -2.417734, 0.216704], [-0.086512, 1.755330, -0.165900], [1.299082, -0.140457, 0.488242], [1.469725, -1.444535, 0.354893], [0.242502, -3.469836, 0.279981], [-2.343872, -0.395473, -0.760611], [-0.753189, 2.260619, 0.515120], [-0.663482, 1.995829, -1.037374], [0.930170, 2.152403, -0.043010]],
  "atomic_forces_ev_per_a": [[1.28, -1.12, 0.81], [-2.24, 1.97, -0.07], [-1.11, -1.06, 1.25], [0.90, -0.38, 1.00], [0.64, 0.66, -0.89], [1.01, -1.05, 0.31], [0.57, 0.55, -0.76], [-1.16, 0.41, -0.92], [0.04, -0.29, 1.21], [0.63, -0.26, -1.33], [-0.56, 0.57, -0.61]],
  "energy_ha": -798.97750,
  "de_lowest_kj_mol": 524.1,
  "spin_multiplicity": 1,
  "fmax_ev_per_a": 2.99,
  "gap_ev": [7.07, 7.35],
  "homo_ev": [-8.722, -9.146]
}

=====

No. 5
{
  "formula": "C28H36BN6O2S3SeTl",
  "method": "wB97M-V/def2-TZVPD",
  "elements": ["Tl", "C", "N", "C", "C", "N", "B", "N", "C", "C", "N", "C", "C", "S", "C", "S", "H", "H", "H", "H", "H", "H", "H", "H", "H", "H", "H", "H", "Se", "C", "C", "C", "C", "C", "C", "H", "H", "H", "H", "H", "S", "C", "N", "C", "C", "C", "N", "H", "H", "H", "H", "H", "H", "H", "H", "C", "C", "C", "C", "C", "C", "C", "C", "C", "C", "O", "O", "H", "H", "H", "H", "H", "H", "H", "H", "H", "H", "H"],
  "positions_angstrom": [[-0.377713, -0.839789, 0.814339], [-2.824688, 1.332666, 3.563022], [-3.539188, 1.201143, 2.305167], [-4.887463, 0.947867, 2.193381], [-5.163694, 0.904576, 0.871676], [-3.994980, 1.124096, 0.181769], [-3.866088, 1.003533, -1.350247], [-3.561987, -0.495122, -1.763448], [-3.646757, -0.835949, -3.096284], [-3.431002, -2.162997, -3.215189], [-3.222584, -2.639052, -1.942985], [-2.865633, -4.000734, -1.601642], [-3.282383, -1.606798, -1.063912], [-3.024151, -1.833835, 0.623748], [-3.007203, 1.296248, 1.072082], [-1.342403, 1.590053, 0.727051], [-3.177807, 0.568943, 4.251313], [-2.985119, 2.323750, 3.987109], [-1.763988, 1.190030, 3.378224], [-5.515368, 0.823589, 3.057087], [-6.089595, 0.731290, 0.354240], [-4.923417, 1.297723, -1.852947], [-2.984690, 1.723091, -1.758499], [-3.873512, -0.098885, -3.845864], [-3.414227, -2.805870, -4.076524], [-3.007031, -4.620267, -2.483887], [-3.496441, -4.359162, -0.792151], [-1.825470, -4.051606, -1.280806], [0.372947, -1.793019, 3.067426], [-1.185863, -1.699289, 4.185663], [-2.378663, -2.345060, 3.877255], [-3.457651, -2.275255, 4.748894], [-3.343790, -1.597631, 5.955169], [-2.145199, -0.973767, 6.279277], [-1.077480, -1.010780, 5.393265], [-2.461592, -2.916014, 2.962197], [-4.384076, -2.772945, 4.489713], [-4.180148, -1.561564, 6.641531], [-2.043613, -0.447599, 7.220261], [-0.151950, -0.504154, 5.636146], [-0.077945, -1.673633, -1.683512], [0.438504, -0.153096, -2.346344], [1.658876, -0.038165, -2.852141], [2.232895, 1.242244, -3.262858], [1.534298, 2.360910, -2.509937], [0.031967, 2.240780, -2.695598], [-0.386250, 0.877744, -2.376779], [2.272711, -0.822093, -2.701276], [2.121540, 1.363072, -4.344106], [3.295996, 1.214375, -3.023916], [1.885580, 3.328955, -2.864442], [1.767876, 2.262636, -1.448844], [-0.264212, 2.480124, -3.720288], [-0.505009, 2.903096, -2.017351], [-1.280631, 0.764684, -1.915950], [7.210448, 1.800469, -2.291446], [6.011794, 1.232677, -1.579752], [5.593149, -0.071588, -1.803156], [4.484035, -0.611186, -1.153294], [4.138513, -2.056992, -1.409730], [3.750240, 0.205871, -0.285859], [4.170285, 1.516127, -0.020980], [3.461266, 2.396074, 0.977259], [5.299264, 2.003361, -0.668651], [2.469938, -0.316550, 0.315102], [2.407382, -1.468885, 0.755653], [1.468659, 0.485608, 0.259996], [7.750616, 1.025490, -2.834105], [7.900493, 2.264832, -1.585739], [6.913480, 2.568044, -3.009130], [6.152798, -0.698389, -2.489791], [4.635294, -2.406678, -2.315985], [3.066134, -2.243751, -1.488784], [4.462569, -2.675140, -0.571845], [3.151223, 1.837494, 1.859103], [2.555237, 2.829124, 0.551830], [4.117330, 3.208848, 1.289490], [5.635346, 3.012030, -0.449495]],
  "atomic_forces_ev_per_a": [[-0.15, 0.05, 0.05], [0.02, 0.01, -0.03], [-0.01, 0.00, 0.04], [0.00, 0.02, -0.03], [0.02, 0.00, 0.00], [-0.03, 0.01, 0.02], [-0.02, 0.09, -0.02], [0.02, 0.06, -0.02], [0.00, -0.03, -0.04], [0.01, -0.01, 0.03], [0.00, 0.06, -0.02], [-0.01, -0.01, 0.02], [0.01, -0.15, 0.03], [0.08, 0.05, -0.06], [-0.04, 0.03, -0.04], [0.00, -0.02, 0.02], [0.00, -0.01, 0.01], [-0.01, 0.00, 0.00], [0.00, 0.00, 0.01], [0.01, 0.00, 0.00], [0.00, -0.01, 0.01], [-0.02, -0.02, 0.04], [0.02, -0.05, 0.00], [0.00, 0.01, 0.01], [0.00, 0.00, 0.00], [0.00, 0.00, 0.00], [0.00, 0.00, 0.00], [0.00, 0.01, 0.00], [0.06, -0.13, -0.02], [0.03, 0.09, 0.00], [0.00, -0.01, 0.00], [-0.01, -0.03, 0.00], [0.02, 0.03, 0.01], [-0.02, -0.01, -0.01], [-0.05, -0.01, 0.02], [0.01, 0.00, 0.00], [0.01, 0.00, 0.00], [0.00, 0.00, 0.00], [0.00, 0.00, 0.00], [0.01, 0.00, 0.00], [0.08, 0.03, -0.04], [-0.16, -0.04, 0.08], [0.04, -0.02, -0.04], [0.01, 0.01, -0.03], [0.01, -0.01, 0.05], [0.01, -0.02, -0.01], [0.05, 0.00, 0.01], [0.00, 0.00, 0.01], [0.01, 0.01, 0.00], [0.00, 0.00, 0.00], [-0.01, 0.01, -0.01], [0.00, 0.01, -0.02], [0.01, 0.02, 0.00], [-0.01, 0.00, -0.01], [0.00, 0.00, -0.01], [0.00, -0.01, 0.01], [0.01, -0.03, -0.02], [0.00, 0.03, 0.01], [0.01, 0.03, -0.02], [-0.02, -0.03, -0.01], [-0.02, -0.01, 0.00], [0.04, 0.02, 0.02], [0.00, 0.06, -0.06], [-0.04, 0.00, 0.03], [-0.02, -0.12, 0.04], [0.00, 0.11, -0.04], [0.03, -0.05, -0.02], [0.00, 0.00, 0.00], [0.00, 0.00, 0.00], [0.00, 0.00, 0.00], [0.00, 0.00, 0.00], [0.01, -0.01, 0.01], [0.00, 0.02, 0.02], [0.01, 0.00, -0.01], [0.00, -0.01, 0.00], [-0.01, 0.00, 0.03], [0.01, -0.01, 0.00], [0.00, 0.00, 0.00]],
  "energy_ha": -5361.11815,
  "de_lowest_kj_mol": 0.0,
  "spin_multiplicity": 1,
  "fmax_ev_per_a": 0.19,
  "gap_ev": 7.33,
  "homo_ev": -7.699
}